[1]
The following is a DFT calculation (the ωB97M-V functional and the def2-TZVPD basis) of a molecular structure, C29H49GdNO4P3 in a non-equilibrium geometry.

## Properties
**Spin multiplicity**: 8
**LUMO level (alpha / beta)**: 0.0 / 0.6 eV
**Expectation value of S²**: 15.984
**Total energy**: -3279.814578 a.u.
**Net charge**: 0
**Orbital gap (alpha / beta)**: 6.4 / 7.1 eV
**ΔE to the lowest compared entry with this formula, charge and spin**: 0.00 kJ/mol

The geometry in XYZ format:
```
87
C29H49GdNO4P3, DFT the ωB97M-V functional and the def2-TZVPD basis
Gd -16.689 6.475 -1.909
C -12.616 7.467 0.721
C -12.476 6.716 -0.599
C -13.100 5.294 -0.474
P -13.481 7.514 -1.911
C -12.149 8.174 -3.003
C -11.167 9.251 -2.548
C -11.349 7.003 -3.595
C -14.430 9.004 -1.291
C -14.404 10.182 -2.024
C -15.263 11.223 -1.873
C -15.296 12.349 -2.924
C -16.182 11.147 -0.815
C -16.368 9.956 -0.148
C -15.517 8.850 -0.360
N -15.794 7.612 0.281
C -16.346 7.759 1.609
C -15.835 8.599 2.596
C -16.110 8.376 3.937
C -16.994 7.378 4.385
C -17.223 7.139 5.881
C -17.663 6.722 3.379
C -17.364 6.892 2.032
P -18.063 5.795 0.719
C -19.866 5.971 0.939
C -20.429 5.598 -0.415
C -20.561 5.267 2.072
C -17.760 4.161 1.447
C -16.362 3.756 1.972
C -18.205 3.195 0.399
H -12.180 6.841 1.536
H -12.020 8.382 0.684
H -13.659 7.715 0.920
H -11.455 6.729 -1.034
H -14.089 5.484 0.028
H -13.181 4.850 -1.495
H -12.480 4.616 0.140
H -12.726 8.589 -3.895
H -10.770 9.056 -1.544
H -10.296 9.287 -3.172
H -11.644 10.240 -2.571
H -10.700 6.534 -2.840
H -12.032 6.180 -3.825
H -10.702 7.253 -4.437
H -13.732 10.208 -2.863
H -14.519 12.144 -3.657
H -16.229 12.342 -3.466
H -15.157 13.315 -2.446
H -16.830 11.993 -0.666
H -17.152 9.836 0.644
H -15.029 9.258 2.372
H -15.630 8.977 4.699
H -18.295 7.226 6.154
H -16.971 6.145 6.186
H -16.687 7.854 6.495
H -18.386 5.953 3.646
H -20.151 7.010 1.067
H -20.663 4.513 -0.478
H -21.414 6.042 -0.699
H -19.676 5.760 -1.181
H -21.631 5.384 2.041
H -20.412 4.173 2.055
H -20.197 5.627 3.053
H -18.456 4.132 2.275
H -15.779 3.381 1.132
H -15.884 4.524 2.548
H -16.563 2.879 2.567
H -17.346 2.832 -0.148
H -18.761 2.326 0.800
H -18.859 3.601 -0.346
C -17.619 7.881 -6.224
O -18.759 8.696 -5.832
P -18.230 9.538 -4.466
O -18.345 8.331 -3.386
C -19.534 7.547 -3.433
O -19.664 10.279 -4.257
C -19.865 11.620 -4.803
H -18.005 6.945 -6.618
H -16.944 7.607 -5.389
H -16.984 8.429 -6.914
H -19.996 7.622 -2.457
H -19.313 6.514 -3.627
H -20.148 7.907 -4.223
H -19.945 11.531 -5.878
H -19.075 12.309 -4.532
H -20.764 11.963 -4.301
O -16.788 4.771 -2.652
```

=====

[2]
The following is a DFT calculation (the ωB97M-V functional and the def2-TZVPD basis) of 6 unconnected molecules or ions with the total composition C10H20Br10NO3 in a non-equilibrium geometry.

## Properties
**Spin multiplicity**: 2
**LUMO level (alpha / beta)**: -0.4 / -4.4 eV
**Expectation value of S²**: 0.757
**Total energy**: -26413.407727 a.u.
**Net charge**: 0
**Orbital gap (alpha / beta)**: 9.6 / 5.6 eV

The geometry in XYZ format:
```
44
C10H20Br10NO3, DFT the ωB97M-V functional and the def2-TZVPD basis
N 16.163 24.187 0.412
O 14.998 24.363 0.427
O 16.736 23.143 0.032
O 16.799 25.174 0.826
Br 17.797 20.417 -4.183
C 18.095 22.062 -3.107
C 19.632 22.100 -2.700
Br 19.916 23.780 -1.700
H 17.483 22.089 -2.206
H 17.664 22.894 -3.663
H 20.341 21.925 -3.508
H 19.866 21.199 -2.133
Br 14.341 23.409 -4.914
C 13.925 24.705 -3.482
C 15.253 25.058 -2.909
Br 14.961 26.802 -1.997
H 13.144 24.269 -2.859
H 13.381 25.541 -3.924
H 16.021 25.186 -3.672
H 15.499 24.277 -2.190
Br 11.587 24.206 1.570
C 11.264 22.302 1.068
C 12.503 21.461 1.059
Br 12.226 19.702 0.197
H 10.695 22.199 0.145
H 10.673 21.972 1.923
H 12.749 21.314 2.111
H 13.315 21.988 0.559
Br 20.736 27.529 -2.116
C 19.095 27.240 -0.968
C 18.964 28.490 -0.176
Br 17.273 28.486 0.705
H 19.251 26.426 -0.261
H 18.266 26.992 -1.632
H 19.104 29.436 -0.700
H 19.784 28.533 0.541
Br 19.735 25.691 2.381
C 19.716 23.669 2.060
C 19.328 22.893 3.318
Br 17.461 23.264 4.093
H 20.738 23.378 1.817
H 19.081 23.484 1.193
H 20.042 23.120 4.110
H 19.438 21.835 3.080
```

=====

[3]
The following is a DFT calculation (the ωB97M-V functional and the def2-TZVPD basis) of a molecular structure, C32H27F9MoNO2PSe.

## Properties
**Spin multiplicity**: 3
**LUMO level (alpha / beta)**: -7.9 / -7.8 eV
**Expectation value of S²**: 2.027
**Total energy**: -5150.024330 a.u.
**Net charge**: +2
**Orbital gap (alpha / beta)**: 6.0 / 6.0 eV
**ΔE to the lowest compared entry with this formula, charge and spin**: 244.01 kJ/mol

The geometry in XYZ format:
```
74
C32H27F9MoNO2PSe, DFT the ωB97M-V functional and the def2-TZVPD basis
Mo 0.559 -0.081 -1.400
O 2.470 -1.198 -3.022
N 2.382 -1.069 -1.648
C 3.362 -1.463 -0.926
C 3.454 -1.441 0.528
C 4.700 -1.805 1.041
C 4.923 -1.861 2.408
C 3.893 -1.574 3.286
C 2.641 -1.222 2.796
C 2.412 -1.136 1.429
P 0.775 -0.649 0.887
C -0.535 -1.178 1.967
C -0.825 -0.470 3.139
C -1.839 -0.923 3.963
C -2.555 -2.067 3.621
C -2.266 -2.763 2.456
C -1.253 -2.321 1.620
C 0.727 1.142 0.644
C 1.993 1.930 0.405
C 2.881 4.236 -0.058
C 0.454 3.882 -0.056
C -0.578 3.216 0.473
C -0.470 1.802 0.706
H 3.397 -1.113 -3.308
H 4.226 -1.866 -1.450
H 5.504 -2.054 0.359
H 5.898 -2.142 2.782
H 4.055 -1.626 4.354
H 1.838 -1.017 3.492
H -0.268 0.421 3.403
H -2.073 -0.388 4.874
H -3.347 -2.415 4.272
H -2.829 -3.649 2.196
H -1.028 -2.851 0.703
H 2.755 1.322 -0.081
H 3.876 3.792 -0.026
H 0.374 4.946 -0.247
H -1.508 3.717 0.701
H -1.368 1.246 0.961
F 3.113 1.870 -3.683
C 3.145 2.643 -2.604
F 3.699 3.799 -2.914
F 3.958 2.015 -1.711
C 1.712 2.805 -1.987
O 1.091 1.578 -2.180
C 1.756 3.217 -0.440
F 2.498 2.242 1.655
F 2.886 5.275 -0.914
F 2.579 4.739 1.158
C 0.873 3.775 -2.897
F 1.151 5.055 -2.720
F 1.072 3.464 -4.172
F -0.431 3.594 -2.630
C -6.195 -1.605 0.369
C -4.858 -1.652 -0.313
C -4.241 -2.858 -0.614
C -3.004 -2.923 -1.249
C -2.390 -4.264 -1.548
C -2.382 -1.718 -1.587
Se -0.635 -1.874 -2.401
C -2.987 -0.484 -1.332
C -2.433 0.826 -1.819
C -4.214 -0.474 -0.685
H -6.546 -2.602 0.626
H -6.940 -1.142 -0.279
H -6.145 -1.011 1.283
H -4.739 -3.786 -0.356
H -3.050 -5.067 -1.226
H -1.429 -4.399 -1.046
H -2.213 -4.390 -2.618
H -1.330 0.884 -1.828
H -2.782 1.669 -1.226
H -2.697 1.009 -2.863
H -4.697 0.478 -0.489
```

=====

[4]
The following is a DFT calculation (the ωB97M-V functional and the def2-TZVPD basis) of a gas-phase ion, C9H13N3P (charge +1) in a non-equilibrium geometry.

## Properties
**Spin multiplicity**: 1
**LUMO level**: -3.7 eV
**Total energy**: -856.026083 a.u.
**Net charge**: +1
**SMILES string**: C[N@H+]1N=C(c2ccccc2)NP1C
**Orbital gap**: 9.2 eV
**ΔE to the lowest compared entry with this formula, charge and spin**: 180.94 kJ/mol

The geometry in XYZ format:
```
26
C9H13N3P, DFT the ωB97M-V functional and the def2-TZVPD basis
C -2.750 1.968 0.829
N -2.185 0.894 -0.163
N -0.865 1.036 -0.314
C -0.090 0.136 0.016
C 1.304 0.002 0.131
C 2.081 1.136 -0.041
C 3.497 0.968 -0.146
C 4.065 -0.260 0.103
C 3.262 -1.349 0.382
C 1.876 -1.262 0.227
N -1.058 -1.272 0.657
P -2.618 -0.942 0.354
C -2.593 -1.560 -1.400
H -2.463 2.907 0.550
H -3.879 1.869 0.861
H -2.576 1.680 1.858
H -2.526 1.094 -1.143
H 1.563 2.054 0.010
H 4.233 1.709 -0.457
H 5.185 -0.388 0.029
H 3.725 -2.166 0.870
H 1.184 -2.045 0.257
H -0.558 -1.312 1.573
H -2.658 -2.583 -1.370
H -1.595 -1.119 -1.852
H -3.561 -1.194 -1.822
```

=====

[5]
The following is a DFT calculation (the ωB97M-V functional and the def2-TZVPD basis) of a molecular structure, C6H11NO in a non-equilibrium geometry.

## Properties
**Spin multiplicity**: 1
**LUMO level**: 0.9 eV
**Total energy**: -365.099650 a.u.
**Net charge**: 0
**Orbital gap**: 8.0 eV
**ΔE to the lowest compared entry with this formula, charge and spin**: 346.09 kJ/mol

The geometry in XYZ format:
```
19
C6H11NO, DFT the ωB97M-V functional and the def2-TZVPD basis
C 1.023 0.621 -0.160
C 1.016 1.043 -1.600
C 0.231 0.114 2.143
C -0.018 0.172 0.655
N -1.904 -0.152 -0.972
C 0.337 -1.533 -0.209
C -1.215 -0.482 0.212
O 0.926 -2.338 0.458
H 1.937 0.862 0.369
H -2.897 -0.321 -0.908
H -1.751 0.778 -1.339
H 0.115 -1.554 -1.278
H -1.789 -1.002 0.972
H 0.250 0.535 -2.181
H 1.980 0.815 -2.059
H 0.872 2.127 -1.694
H -0.515 -0.480 2.671
H 1.201 -0.328 2.365
H 0.201 1.123 2.556
```

=====

[6]
The following is a DFT calculation (the ωB97M-V functional and the def2-TZVPD basis) of a molecular structure, C17H39OP3STl in a non-equilibrium geometry.

## Properties
**Spin multiplicity**: 1
**LUMO level**: -8.7 eV
**Total energy**: -2340.152727 a.u.
**Net charge**: +3
**Orbital gap**: 7.1 eV
**ΔE to the lowest compared entry with this formula, charge and spin**: 0.00 kJ/mol

The geometry in XYZ format:
```
62
C17H39OP3STl, DFT the ωB97M-V functional and the def2-TZVPD basis
Tl 1.642 -4.635 -2.982
P 1.457 1.448 2.808
P -0.685 0.817 3.318
P -1.326 2.590 -0.716
H 1.162 -6.998 -4.790
C 1.273 -5.970 -5.145
C 2.531 -5.439 -5.321
H 3.417 -6.058 -5.110
C 2.468 -0.047 2.886
C 1.893 2.473 4.238
C 1.984 2.404 1.377
C -1.738 -0.160 2.226
C -0.429 -0.195 4.798
C -1.632 2.269 3.821
C -1.371 3.101 -2.480
C -1.022 4.195 0.139
C -3.105 2.289 -0.372
H 0.346 -5.441 -5.396
H 2.749 -4.451 -5.754
H 2.353 -0.626 1.960
H 2.186 -0.671 3.743
H 3.516 0.267 2.993
H 1.723 1.939 5.180
H 1.307 3.402 4.224
H 2.958 2.722 4.147
H 2.173 1.752 0.514
H 2.927 2.904 1.652
H 1.236 3.164 1.102
H -2.622 -0.468 2.811
H -1.202 -1.057 1.885
H -2.066 0.413 1.345
H -1.401 -0.302 5.296
H 0.277 0.267 5.498
H -0.061 -1.192 4.523
H -2.418 1.930 4.510
H -2.096 2.752 2.950
H -0.996 2.996 4.340
H -2.290 3.655 -2.706
H -1.332 2.189 -3.089
H -0.490 3.717 -2.704
H -1.829 4.905 -0.078
H -0.071 4.616 -0.210
H -0.957 4.034 1.222
H -3.702 2.959 -0.994
H -3.328 2.433 0.692
H -3.336 1.249 -0.638
C 0.131 -1.229 -1.918
C -1.102 -1.889 -2.053
C -1.404 -2.485 -3.275
C -0.541 -2.375 -4.369
C 0.672 -1.700 -4.242
C 0.987 -1.104 -3.019
S 0.618 -0.488 -0.378
H -0.058 0.643 -0.599
H -1.782 -1.891 -1.199
H -2.358 -3.006 -3.389
H -0.811 -2.824 -5.326
H 1.339 -1.598 -5.102
H 1.903 -0.539 -2.869
O 0.847 -3.986 -0.363
H 0.832 -4.576 0.406
H 0.653 -3.094 -0.014
```

=====

[7]
The following is a DFT calculation (the ωB97M-V functional and the def2-TZVPD basis) of 2 unconnected molecules or ions with the total composition C9H14O in a non-equilibrium geometry.

## Properties
**Spin multiplicity**: 1
**LUMO level**: 0.9 eV
**Total energy**: -426.544451 a.u.
**Net charge**: 0
**SMILES string**: Cc1ccc(O)cc1.CC
**Orbital gap**: 9.2 eV
**ΔE to the lowest compared entry with this formula, charge and spin**: 74.39 kJ/mol

The geometry in XYZ format:
```
24
C9H14O, DFT the ωB97M-V functional and the def2-TZVPD basis
C -1.676 -1.004 -1.556
C -0.320 -0.370 -1.394
C -0.067 0.761 -2.169
C 1.190 1.351 -2.132
C 2.246 0.745 -1.456
O 3.458 1.343 -1.292
C 1.992 -0.418 -0.740
C 0.704 -0.918 -0.639
H -2.224 -0.862 -2.477
H -2.337 -0.741 -0.716
H -1.622 -2.043 -1.305
H -0.806 1.297 -2.750
H 1.445 2.154 -2.787
H 3.549 2.126 -1.849
H 2.818 -0.942 -0.274
H 0.528 -1.669 0.119
C -1.284 -0.012 3.615
C -0.886 -0.117 2.161
H -0.696 -0.592 4.339
H -1.460 0.955 4.087
H -2.208 -0.572 3.819
H 0.093 0.338 2.011
H -1.538 0.373 1.445
H -0.896 -1.182 1.940
```